Here is a cluster of 2 separate species, C4H8N2O in total from the Open Molecules 2025 dataset. Energies are from ωB97M-V with the def2-TZVPD basis set.

```
15
C4H8N2O, DFT ωB97M-V with the def2-TZVPD basis set
H 1.834 -1.299 -1.814
N 2.379 -0.946 -0.895
N 1.539 -0.999 -0.050
H 2.041 -0.708 0.774
C 0.782 2.183 0.215
C 0.066 1.251 -0.316
C -0.769 0.262 -0.520
C -1.362 -0.720 0.469
O -1.409 0.179 -1.702
H 0.254 3.121 0.505
H 1.861 2.213 0.064
H -0.937 -1.681 0.250
H -1.138 -0.550 1.478
H -2.481 -0.843 0.217
H -2.336 -0.039 -1.625
```

Values from the calculation:
ΔE to the lowest compared entry with this formula, charge and spin = 544.2 kJ/mol
HOMO = -8.26 eV
SMILES = [H]/N=N/[H].C=C=C(C)O
2S+1 = 1
Gap between HOMO and LUMO = 9.09 eV
LUMO energy = 0.827 eV


Here is an isolated molecule of C4H8N2O from the Open Molecules 2025 dataset. Energies are from ωB97M-V with the def2-TZVPD basis set.

```
15
C4H8N2O, DFT ωB97M-V with the def2-TZVPD basis set
C -1.763 0.489 0.362
C -0.312 0.537 -0.035
C 0.637 0.854 0.804
N 1.572 1.110 1.574
O 1.989 -0.058 2.250
C 0.095 -0.034 -1.377
N -0.028 -1.492 -1.283
H -1.913 0.747 1.415
H -2.126 -0.530 0.189
H -2.360 1.170 -0.256
H 2.680 0.294 2.823
H 1.102 0.325 -1.646
H -0.592 0.326 -2.152
H 0.639 -1.833 -0.593
H 0.218 -1.924 -2.170
```

Values from the calculation:
ΔE to the lowest compared entry with this formula, charge and spin = 378.6 kJ/mol
HOMO = -9.21 eV
SMILES = CC(=C=NO)CN
2S+1 = 1
Gap between HOMO and LUMO = 10.16 eV
LUMO energy = 0.950 eV


Here is a cluster of 2 separate species, C4H8N2O in total from the Open Molecules 2025 dataset. Energies are from ωB97M-V with the def2-TZVPD basis set.

```
15
C4H8N2O, DFT ωB97M-V with the def2-TZVPD basis set
C -1.419 -0.603 -0.720
C -0.579 0.591 -0.491
C -0.055 1.442 -1.437
N 0.533 2.507 -0.711
C 0.606 2.012 0.560
N 0.081 0.824 0.710
H -1.039 -1.489 -0.220
H -2.295 -0.491 0.002
H -1.898 -0.708 -1.686
H 0.010 1.404 -2.506
H 0.696 3.456 -0.990
H 1.189 2.599 1.260
O 1.084 -3.591 1.967
H 1.672 -4.126 1.420
H 1.414 -3.826 2.843
```

Values from the calculation:
ΔE to the lowest compared entry with this formula, charge and spin = 180.4 kJ/mol
HOMO = -8.27 eV
SMILES = Cc1c[nH]cn1.O
2S+1 = 1
Gap between HOMO and LUMO = 9.28 eV
LUMO energy = 1.008 eV


Here is an isolated molecule of C4H8N2O from the Open Molecules 2025 dataset. Energies are from ωB97M-V with the def2-TZVPD basis set.

```
15
C4H8N2O, DFT ωB97M-V with the def2-TZVPD basis set
C 0.389 -1.822 0.719
C -1.139 -0.361 -0.680
N -0.555 -0.678 0.657
C 0.082 0.706 0.626
C -0.341 0.793 -0.829
N -0.036 1.652 -1.736
O 0.780 2.654 -1.107
H 0.601 -2.098 1.757
H 1.309 -1.539 0.206
H -0.063 -2.665 0.194
H -1.459 -1.165 -1.329
H -1.237 -0.777 1.413
H 1.150 0.670 0.852
H -0.431 1.392 1.302
H 0.961 3.240 -1.850
```

Values from the calculation:
ΔE to the lowest compared entry with this formula, charge and spin = 544.4 kJ/mol
HOMO = -6.51 eV
2S+1 = 1
Gap between HOMO and LUMO = 7.01 eV
LUMO energy = 0.507 eV